Here is C31H44AuN3SSbSi3 as an isolated structure at a distorted geometry from OMol25. Energies are from ωB97M-V/def2-TZVPD.

Geometry as ORCA input:
```
! wB97M-V def2-TZVPD RIJCOSX def2/J DEFGRID3
* xyz 1 1
Au -0.19 -1.67 0.82
S 0.64 -5.98 -0.19
C -0.71 -5.50 -1.12
C -1.06 -4.20 -0.91
C -0.23 -3.56 0.04
C 0.75 -4.40 0.51
C 1.77 -4.00 1.46
C 2.88 -4.77 1.79
C 3.80 -4.28 2.69
C 3.60 -3.03 3.26
C 2.49 -2.30 2.86
N 1.61 -2.77 1.99
H -1.18 -6.22 -1.77
H -1.89 -3.73 -1.41
H 3.01 -5.74 1.32
H 4.67 -4.87 2.96
H 4.29 -2.62 3.99
H 2.30 -1.32 3.25
C -0.27 3.43 0.86
Sb -1.19 1.54 0.30
C -0.40 0.22 1.87
C 0.92 0.82 2.08
C 1.47 1.12 3.33
C 2.74 1.66 3.41
C 3.45 1.92 2.24
C 2.82 1.65 1.04
N 1.60 1.14 0.95
Si -1.61 -0.02 3.31
C -3.21 -0.68 2.56
C -1.99 1.61 4.18
C -0.91 -1.28 4.52
C -0.64 1.18 -1.86
C 0.64 0.41 -1.95
C 1.69 0.84 -2.76
C 2.84 0.10 -2.90
C 2.95 -1.10 -2.23
C 1.87 -1.49 -1.45
N 0.76 -0.77 -1.31
Si -2.11 0.11 -2.58
C -3.56 1.15 -3.19
C -2.92 -1.00 -1.29
C -1.40 -0.91 -4.00
Si -0.63 2.94 -2.68
C 0.81 4.09 -2.23
C -0.60 2.71 -4.56
C -2.16 3.93 -2.20
H -0.28 3.47 1.95
H -0.86 4.26 0.47
H 0.75 3.48 0.50
H 0.89 0.95 4.23
H 3.18 1.90 4.37
H 4.45 2.32 2.27
H 3.30 1.87 0.09
H -3.66 0.04 1.87
H -3.94 -0.88 3.35
H -3.05 -1.62 2.02
H -2.46 2.32 3.51
H -1.10 2.09 4.60
H -2.68 1.43 5.01
H -0.63 -2.20 4.02
H -1.67 -1.53 5.27
H -0.04 -0.91 5.06
H 1.59 1.76 -3.32
H 3.65 0.46 -3.52
H 3.83 -1.72 -2.30
H 1.89 -2.44 -0.93
H -4.01 1.72 -2.37
H -4.32 0.46 -3.56
H -3.32 1.84 -4.00
H -3.57 -0.42 -0.62
H -2.19 -1.53 -0.67
H -3.55 -1.75 -1.78
H -1.03 -0.26 -4.80
H -2.18 -1.55 -4.42
H -0.58 -1.55 -3.67
H 1.80 3.65 -2.29
H 0.71 4.51 -1.23
H 0.78 4.92 -2.93
H 0.21 2.05 -4.89
H -0.44 3.68 -5.03
H -1.53 2.31 -4.94
H -2.30 4.00 -1.11
H -3.08 3.55 -2.63
H -2.03 4.95 -2.57
*
```

Computed properties:
max |F|: 0.029 Eh/bohr
HOMO (spin up / spin down): -9.902 / -9.903 eV
LUMO level (spin up / spin down): -5.6 / -5.6 eV
ΔE to the lowest compared entry with this formula, charge and spin: 0.000 eV
HOMO-LUMO gap (spin up / spin down): 4.3 / 4.3 eV
energy: -3014.3124 Ha